Entry from the Open Molecules 2025 dataset: C48H78Cl3N4O2P2SSiTi as an isolated structure at a distorted geometry (ωB97M-V/def2-TZVPD).

```
140
Properties=species:S:1:pos:R:3
Ti 0.1868 -0.7731 0.9621
C -3.0203 1.4205 2.8780
N -2.6244 0.0234 2.8482
C -2.6968 -0.4921 4.2130
C -3.4598 -0.7303 1.9237
C -2.8377 -2.0058 1.3692
N -1.6895 -1.8758 0.4007
C -2.1971 -1.2875 -0.8687
C -2.5011 0.1866 -0.9067
C -3.5369 0.5536 -1.7440
C -3.8972 1.8831 -1.9133
C -3.1940 2.8087 -1.1650
C -2.1605 2.5067 -0.2676
C -1.7851 1.1533 -0.1912
O -0.7696 0.6777 0.6202
C -1.6121 3.7471 0.4808
C -2.7745 4.5306 1.1273
C -0.9824 4.6862 -0.5711
C -0.5995 3.4716 1.6162
C -5.0087 2.2669 -2.8863
C -6.2567 1.4170 -2.6106
C -4.5195 1.9994 -4.3170
C -5.3926 3.7417 -2.7657
C -1.2604 -3.2828 0.1116
C -0.2835 -3.4560 -1.0264
C -0.2971 -4.6616 -1.7201
C 0.4965 -4.8521 -2.8387
C 1.1955 -3.7417 -3.3207
C 1.2125 -2.5038 -2.6921
C 0.5564 -2.4401 -1.4548
O 0.6436 -1.3299 -0.6347
C 1.7968 -1.2674 -3.3812
C 2.9473 -0.6710 -2.5717
C 0.6581 -0.2438 -3.5408
C 2.3238 -1.5830 -4.7818
C 0.6053 -6.1924 -3.5616
C 0.2695 -6.0222 -5.0489
C 2.0491 -6.6961 -3.4198
C -0.3378 -7.2389 -2.9693
H -4.0381 1.5463 3.2808
H -2.9915 1.8432 1.8784
H -2.3336 1.9797 3.5156
H -3.5856 -0.1063 4.7341
H -1.8130 -0.1929 4.7825
H -2.7582 -1.5715 4.2184
H -3.7493 -0.0769 1.1021
H -4.4000 -1.0448 2.4078
H -3.6250 -2.5402 0.8241
H -2.5163 -2.6551 2.1760
H -3.1153 -1.8279 -1.1224
H -1.4866 -1.5185 -1.6580
H -4.0662 -0.2278 -2.2772
H -3.4687 3.8463 -1.2639
H -3.5410 4.8342 0.4171
H -2.3686 5.4399 1.5763
H -3.2537 3.9549 1.9186
H -1.7490 5.1427 -1.1984
H -0.2971 4.1632 -1.2371
H -0.4411 5.4930 -0.0738
H -1.0117 3.7892 2.5757
H 0.3066 4.0547 1.4593
H -0.3213 2.4306 1.7291
H -6.0841 0.3588 -2.8092
H -7.0759 1.7395 -3.2553
H -6.5801 1.5209 -1.5730
H -4.2533 0.9498 -4.4547
H -3.6401 2.6042 -4.5466
H -5.3019 2.2467 -5.0370
H -5.7141 3.9941 -1.7529
H -6.2220 3.9554 -3.4410
H -4.5690 4.4020 -3.0440
H -2.1597 -3.8531 -0.1455
H -0.8792 -3.7042 1.0418
H -0.9543 -5.4457 -1.3674
H 1.7346 -3.8438 -4.2511
H 2.6494 -0.4622 -1.5499
H 3.2869 0.2646 -3.0230
H 3.7987 -1.3548 -2.5418
H 0.1723 -0.0049 -2.5944
H -0.1057 -0.6328 -4.2182
H 1.0440 0.6850 -3.9673
H 3.1812 -2.2582 -4.7547
H 2.6538 -0.6530 -5.2477
H 1.5555 -2.0193 -5.4220
H 0.9804 -5.3715 -5.5595
H -0.7298 -5.6023 -5.1793
H 0.2981 -6.9926 -5.5472
H 2.7567 -6.0079 -3.8855
H 2.1576 -7.6697 -3.9013
H 2.3224 -6.8028 -2.3681
H -1.3834 -6.9346 -3.0519
H -0.1158 -7.4387 -1.9194
H -0.2231 -8.1773 -3.5129
C 3.4685 -3.2950 0.1632
P 3.0670 -1.8269 1.1916
C 3.9055 -2.1206 2.7965
C 4.2687 -0.6118 0.5236
C 5.5644 -1.0056 0.1761
C 6.4829 -0.0849 -0.2896
C 6.1223 1.2544 -0.4097
C 4.8449 1.6525 -0.0674
C 3.9085 0.7223 0.3938
P 2.2188 1.2658 0.8193
C 1.6884 2.1086 -0.7200
C 2.6305 2.6967 1.8929
H 4.2889 -3.8582 0.6096
H 3.7547 -2.9632 -0.8343
H 2.6051 -3.9491 0.0752
H 4.9834 -2.1692 2.6366
H 3.5600 -3.0411 3.2579
H 3.6820 -1.2886 3.4668
H 5.8597 -2.0438 0.2694
H 7.4814 -0.4052 -0.5567
H 6.8377 1.9819 -0.7700
H 4.5749 2.6969 -0.1704
H 1.1028 1.4475 -1.3547
H 2.5538 2.4641 -1.2791
H 1.0685 2.9563 -0.4434
H 2.8505 3.5623 1.2641
H 3.5026 2.4427 2.4915
H 1.8133 2.9261 2.5667
Cl 1.2300 -2.1080 5.0188
Si 0.2333 -2.3783 3.2479
Cl -1.3210 -3.6508 3.9512
Cl 1.2537 -4.0597 2.3403
S 1.3443 1.1315 4.6305
C 1.4964 2.7050 5.2278
N 2.6944 3.2120 5.5633
C 2.8979 4.5267 6.1586
C 1.8244 5.4676 5.6426
C 0.4620 4.8603 5.9232
N 0.4268 3.5037 5.3887
H 3.4611 2.5641 5.4952
H 3.8923 4.8758 5.8851
H 2.8535 4.4620 7.2499
H 1.9490 5.6025 4.5658
H 1.9100 6.4417 6.1216
H -0.3287 5.4368 5.4444
H 0.2644 4.8503 6.9989
H -0.4555 3.0677 5.1796
```

Output
HOMO level = -10.23 eV
energy above the lowest of the compared OMol25 structures with the same formula, charge and spin = 19.3 kcal per mole
HOMO-LUMO gap = 7.024 eV
E_tot = -159073.7583 eV
net charge = +1

Results of the Mulliken charge analysis, in e, for atoms 1 through 99: number 1, Ti, carries -0.7141; number 2, C, carries -0.7291; number 3, N, carries 0.6455; number 4, C, carries -1.0850; number 5, C, carries -1.6944; number 6, C, carries -1.2909; number 7, N, carries 0.6689; number 8, C, carries -0.9705; number 9, C, carries -0.0411; number 10, C, carries -0.8554; number 11, C, carries -0.3597; number 12, C, carries -0.5311; number 13, C, carries -0.0995; number 14, C, carries 0.2191; number 15, O, carries 1.9959; number 16, C, carries 2.9100; number 17, C, carries -1.8171; number 18, C, carries -1.8836; number 19, C, carries -1.2265; number 20, C, carries 1.7716; number 21, C, carries -1.6889; number 22, C, carries -1.6150; number 23, C, carries -1.9913; number 24, C, carries -1.8431; number 25, C, carries 0.1290; number 26, C, carries -0.6611; number 27, C, carries -0.4173; number 28, C, carries -0.6134; number 29, C, carries -0.3020; number 30, C, carries 0.6938; number 31, O, carries 0.7685; number 32, C, carries 2.2300; number 33, C, carries -1.0332; number 34, C, carries -1.3926; number 35, C, carries -2.5950; number 36, C, carries 1.8835; number 37, C, carries -1.6514; number 38, C, carries -1.6165; number 39, C, carries -2.1273; number 40, H, carries 0.5554; number 41, H, carries -0.0671; number 42, H, carries -0.0418; number 43, H, carries 0.3335; number 44, H, carries 0.0733; number 45, H, carries 0.5069; number 46, H, carries 0.3798; number 47, H, carries 0.7459; number 48, H, carries 0.3966; number 49, H, carries 0.5650; number 50, H, carries 0.5169; number 51, H, carries 0.3809; number 52, H, carries 0.5985; number 53, H, carries 0.2909; number 54, H, carries 0.3518; number 55, H, carries 0.5734; number 56, H, carries 0.3533; number 57, H, carries 0.3855; number 58, H, carries 0.3893; number 59, H, carries 0.5870; number 60, H, carries 0.3869; number 61, H, carries 0.3056; number 62, H, carries -0.4223; number 63, H, carries 0.3451; number 64, H, carries 0.4670; number 65, H, carries 0.3585; number 66, H, carries 0.3432; number 67, H, carries 0.3512; number 68, H, carries 0.4372; number 69, H, carries 0.4072; number 70, H, carries 0.4377; number 71, H, carries 0.3497; number 72, H, carries 0.7410; number 73, H, carries 0.5535; number 74, H, carries 0.7041; number 75, H, carries 0.5486; number 76, H, carries -0.6220; number 77, H, carries 0.6420; number 78, H, carries 0.3803; number 79, H, carries -0.2530; number 80, H, carries 0.3846; number 81, H, carries 0.5037; number 82, H, carries 0.4609; number 83, H, carries 0.4612; number 84, H, carries 0.4658; number 85, H, carries 0.3407; number 86, H, carries 0.3430; number 87, H, carries 0.4763; number 88, H, carries 0.3255; number 89, H, carries 0.4448; number 90, H, carries 0.3286; number 91, H, carries 0.3920; number 92, H, carries 0.3946; number 93, H, carries 0.4372; number 94, C, carries -1.7733; number 95, P, carries 1.7986; number 96, C, carries -1.4321; number 97, C, carries -0.2983; number 98, C, carries -0.8976; number 99, C, carries -0.9768